The following is a DFT calculation (the ωB97M-V functional and the def2-TZVPD basis) of a cluster of 4 separate species, C35H87BN9O4P3Si2 in total.

Output
E: -3807.1590 Eh
E_HOMO: -7.372 eV
LUMO energy: -0.7 eV
Frontier orbital gap: 6.6 eV
SMILES string: CB(O)[SiH2]CCCCCCCC[Si](C)(C)c1ccccc1.CN(C)P(=O)(N(C)C)N(C)C.CN(C)P(=O)(N(C)C)N(C)C.CN(C)P(=O)(N(C)C)N(C)C
Net charge: 0

Each line ends with the Mulliken charge.
CARTESIAN COORDINATES (ANGSTROEM)
C 8.84200 -2.54282 4.39990  -0.926
B 7.99007 -2.91756 3.10543  0.617
O 8.41408 -4.01290 2.32913  -0.528
Si 6.34031 -1.89087 2.61234  0.029
C 5.75195 -0.92498 4.14162  -0.449
C 5.39518 0.59736 3.85089  -1.024
C 3.89223 0.78798 4.14612  0.502
C 3.41266 2.25192 4.19593  -1.018
C 1.84793 2.23553 4.25481  -0.275
C 1.27263 1.44483 5.48107  -1.064
C 0.35096 0.25345 5.09285  -0.675
C 1.03918 -1.14221 5.10252  0.351
Si 0.14780 -2.42308 3.99208  0.024
C 0.50268 -4.14938 4.69954  -1.092
C -1.68748 -1.97068 4.01074  -1.120
C 0.95539 -2.35864 2.28817  0.882
C 1.38733 -1.14824 1.73086  0.034
C 2.01762 -1.11533 0.49162  -0.606
C 2.21895 -2.30029 -0.19956  -0.577
C 1.77279 -3.52942 0.29499  -0.808
C 1.14668 -3.52889 1.54129  -0.387
H 8.70700 -1.48066 4.66955  0.265
H 9.91569 -2.70494 4.22607  0.275
H 8.45990 -3.11117 5.26709  0.335
H 7.72269 -4.68239 2.44874  0.291
H 6.50096 -1.06450 1.40085  -0.206
H 5.29791 -2.90666 2.29390  -0.204
H 6.43986 -0.95834 4.99633  0.460
H 4.82598 -1.42241 4.48067  0.127
H 5.99028 1.18083 4.57005  0.300
H 5.65560 0.85966 2.81682  0.397
H 3.29096 0.26159 3.38727  -0.192
H 3.69891 0.28765 5.10735  0.254
H 3.82923 2.81841 5.04415  0.322
H 3.67175 2.75439 3.24907  0.293
H 1.49102 3.27955 4.25935  0.041
H 1.47189 1.78875 3.32075  0.338
H 0.62613 2.17209 6.00567  0.433
H 2.06513 1.18256 6.19474  0.468
H -0.44338 0.21244 5.85705  0.384
H -0.15432 0.49271 4.14468  0.321
H 1.02471 -1.49875 6.14830  0.488
H 2.09266 -1.12610 4.78963  -0.683
H 0.05228 -4.89874 4.02859  0.286
H 1.59122 -4.32622 4.63854  0.322
H 0.18427 -4.26583 5.74252  0.362
H -1.99979 -1.66954 5.02392  0.320
H -1.81771 -1.06263 3.39740  0.313
H -2.29584 -2.79842 3.62370  0.378
H 1.22166 -0.22296 2.28730  0.151
H 2.36043 -0.17036 0.06494  0.420
H 2.73528 -2.31296 -1.16193  0.431
H 1.95488 -4.42858 -0.28863  0.411
H 0.80960 -4.50511 1.90274  0.143
C -2.29038 -4.10704 -4.86134  -0.813
N -1.68884 -4.77085 -3.73217  0.188
C -0.71115 -5.75901 -4.16306  -1.098
P -2.18292 -4.89388 -2.07817  0.664
O -0.83551 -4.50190 -1.49925  -0.691
N -3.01867 -3.53470 -1.40587  0.171
C -3.72323 -2.48147 -2.13143  -1.079
C -2.39598 -2.94215 -0.21395  -1.284
N -3.71377 -5.67334 -2.44304  0.119
C -3.65672 -7.12812 -2.28171  -1.096
C -4.76116 -5.32059 -3.37436  -0.852
H -2.89210 -4.79094 -5.47913  0.331
H -1.51734 -3.68485 -5.51404  0.401
H -2.91640 -3.26284 -4.58682  0.035
H -1.18643 -6.72329 -4.39759  0.271
H 0.03837 -5.93289 -3.38804  0.278
H -0.16506 -5.42401 -5.04783  0.356
H -3.20211 -2.15808 -3.03447  0.342
H -3.83403 -1.58422 -1.52118  0.433
H -4.75142 -2.76861 -2.36002  0.257
H -1.58622 -2.25056 -0.48271  0.471
H -1.98546 -3.70560 0.44301  0.271
H -3.13662 -2.39037 0.36922  0.529
H -3.22760 -7.62005 -3.16639  0.324
H -4.65116 -7.54730 -2.10592  0.364
H -3.03959 -7.39848 -1.41817  0.332
H -4.72711 -5.94269 -4.27912  0.361
H -4.75954 -4.28795 -3.70449  0.148
H -5.73252 -5.48927 -2.89487  0.301
C -4.34777 -0.03647 -8.00130  -0.963
N -4.65711 -1.30549 -7.38516  0.237
C -3.68091 -2.31860 -7.75944  -0.906
P -6.09956 -1.92658 -6.65941  0.686
O -5.41457 -2.42034 -5.39456  -0.722
N -7.12085 -0.80021 -5.83149  0.119
C -7.16146 0.64774 -6.00228  -1.043
C -7.38046 -1.10773 -4.41935  -1.085
N -7.07514 -1.76765 -8.10947  0.066
C -7.19104 -3.02739 -8.85020  -1.053
C -7.27450 -0.65198 -9.00268  -1.089
H -4.43545 -0.06922 -9.09697  0.331
H -3.31625 0.25169 -7.77368  0.318
H -4.95927 0.78487 -7.63832  0.254
H -3.93807 -2.79445 -8.71707  0.243
H -3.62523 -3.09909 -6.99854  0.098
H -2.67454 -1.90296 -7.84507  0.373
H -6.17185 1.09468 -6.11920  0.281
H -7.60252 1.13878 -5.13460  0.444
H -7.81830 0.93679 -6.82528  0.271
H -6.56041 -0.76381 -3.77519  0.358
H -7.51218 -2.17537 -4.26170  0.293
H -8.30115 -0.62504 -4.08644  0.449
H -6.31662 -3.20475 -9.49166  0.317
H -8.08475 -3.03709 -9.47951  0.361
H -7.27672 -3.87469 -8.16180  0.316
H -6.69670 -0.76371 -9.92969  0.359
H -7.02213 0.31736 -8.58977  0.368
H -8.33379 -0.60352 -9.27882  0.301
C 3.57598 6.58403 1.67263  -0.919
N 4.36502 6.90176 2.83916  0.186
C 5.17924 5.76275 3.23957  -1.191
P 4.23407 8.15557 4.02428  0.849
O 5.69203 8.56896 3.95009  -0.767
N 3.62740 9.68989 3.49376  0.123
C 2.83289 9.96223 2.30187  -1.009
C 4.51871 10.83266 3.72764  -1.072
N 2.62579 7.68651 4.55241  0.093
C 2.65007 6.86616 5.76670  -1.067
C 1.41952 7.42284 3.80680  -0.876
H 2.82796 5.80198 1.87138  0.246
H 4.22142 6.20955 0.87109  0.386
H 3.06233 7.44159 1.24692  0.210
H 4.61147 5.07620 3.88369  0.315
H 6.06657 6.08585 3.78770  0.311
H 5.54551 5.19871 2.37875  0.389
H 3.16093 9.39573 1.42747  0.282
H 2.89794 11.01094 2.01083  0.424
H 1.76715 9.81013 2.48602  0.258
H 5.28043 10.91640 2.94183  0.341
H 5.02587 10.75261 4.68561  0.324
H 3.94823 11.76334 3.75058  0.417
H 2.85359 5.80938 5.54056  0.210
H 1.69983 6.92417 6.30428  0.397
H 3.42717 7.21543 6.45441  0.357
H 1.22731 6.34558 3.71023  0.184
H 1.39897 7.83687 2.80578  0.349
H 0.56878 7.86234 4.34000  0.306